7
Properties=species:S:1:pos:R:3 method="wB97M-V/def2-TZVPD" relative_energy_kj_mol=125.68 e_lumo_ev=-0.7 gap_ev=9.16 smiles="N=O.N"
O 3.01991 -0.37342 -0.13945
N 2.16252 0.53853 -0.19487
N -1.52264 -0.05164 -0.28165
H -1.38497 0.75086 0.28660
H 1.17360 0.22329 0.19406
H -0.95177 -0.85641 0.09023
H -2.49664 -0.23120 0.04507

14
Properties=species:S:1:pos:R:3 method="wB97M-V/def2-TZVPD" relative_energy_kj_mol=595.60 e_lumo_ev=-3.3 gap_ev=6.17
O 1.30019 1.61181 -0.22595
O -0.81857 -1.47768 1.59854
O 1.91918 -0.10759 -1.46815
N -0.63694 0.80196 1.32321
N -1.88884 -0.48572 -0.32260
C -0.79481 -0.48646 0.92348
C -0.64585 -0.83094 -0.67581
C 2.15958 0.82026 -0.66858
H -0.43163 -1.88380 -0.83457
H 0.31928 1.15866 1.05703
H -2.47773 -1.33590 -0.32773
H -1.38760 1.44774 1.18290
H 0.17606 -0.18379 -1.14860
H 3.20767 0.95146 -0.41317

21
Properties=species:S:1:pos:R:3 method="wB97M-V/def2-TZVPD" relative_energy_kj_mol=7.40 e_lumo_ev=-4.3 gap_ev=9.69 charge=+1
S -1.09198 -1.95807 -0.13847
S -3.23690 0.39720 0.84900
O -0.76040 -1.80928 -1.65364
O -1.57894 -3.24322 0.31198
C 0.95082 -0.48228 -0.77025
C -2.95808 1.80060 -0.09023
C -0.34819 -0.43385 -1.65677
C 0.65278 -1.45025 0.36765
C -2.01640 1.66366 -1.16091
C -1.50743 0.34156 -1.03665
C 0.73605 -0.75858 1.70418
C -2.06435 -0.49596 -0.06212
H 1.09836 0.50560 -0.24578
H -1.55825 2.53063 -1.57680
H 1.28333 -2.33036 0.37940
H 1.60383 -1.02052 2.24479
H 0.00302 -0.25325 -2.71425
H 0.12155 -1.01090 2.53953
H 1.77611 -0.70640 -1.44634
H 0.67978 0.30620 1.72485
H -3.68722 2.54923 -0.14433

50
Properties=species:S:1:pos:R:3 method="wB97M-V/def2-TZVPD" e_lumo_ev="-2.5 / -5.5" gap_ev="6.84 / 5.78" s2=6.045 charge=+1 spin_multiplicity=5
Rh -0.51855 0.25454 -0.20377
S 1.32348 1.51480 4.00889
S -2.91328 0.30406 0.68655
S 0.36358 2.00365 1.17507
F -3.05868 2.18220 -4.41360
F 1.50945 1.55628 -5.01090
N 0.49639 -0.36413 2.49679
N -2.81813 2.94846 0.33396
N -0.90176 -1.73547 -0.91479
N 0.14497 -0.85879 1.34493
N 1.71267 0.08589 -1.03988
N -4.15648 2.19855 2.02840
C 4.20566 0.10059 -2.19256
C -1.87051 1.81112 -3.92326
C -0.71516 -4.07181 -0.26321
C -1.33867 -2.13754 -2.10033
C 1.85533 0.55021 -2.29079
C 0.94269 3.27233 3.98923
C -1.80643 1.33637 -2.62271
C 4.04342 -0.36461 -0.89827
C 3.10913 0.56606 -2.89809
C -1.49159 -3.47406 -2.43929
C -0.56879 0.97448 -2.10260
C -3.30688 1.92923 1.03430
C 0.65921 0.97514 2.50602
C -0.76039 1.89816 -4.73301
C -0.56031 -2.69320 0.03034
C -1.17718 -4.45485 -1.49370
C -0.05352 -2.24182 1.23641
C 0.59016 1.02311 -2.89146
C 0.44448 1.48992 -4.19619
C 2.77002 -0.34711 -0.36179
H -1.59177 -1.35591 -2.80503
H -0.13035 3.41518 3.87838
H -0.82231 2.25668 -5.75009
H 3.23062 0.93875 -3.90044
H 5.18402 0.10851 -2.65435
H -0.45287 -4.79848 0.49347
H -1.86002 -3.73488 -3.42039
H 1.48265 3.79646 3.20538
H -1.29565 -5.50296 -1.73216
H 2.58585 -0.68871 0.64974
H 0.19613 -2.87768 2.07359
H -3.02129 3.90640 0.56755
H -2.17328 2.76715 -0.41761
H 1.26396 3.64638 4.95961
H 4.87720 -0.72801 -0.31502
H -4.55873 1.42948 2.53574
H -4.53698 3.11885 2.17588
H -2.72577 1.23405 -2.05955

41
Properties=species:S:1:pos:R:3 method="wB97M-V/def2-TZVPD" relative_energy_kj_mol=0.00 e_lumo_ev=0.8 gap_ev=9.69 smiles=CCCCCCCCc1nccnc1OCC
O 2.05588 0.11049 -0.60561
N 1.92410 -0.16644 1.68101
N 0.66399 -2.61352 1.19753
C 0.81549 -2.31104 -1.23160
C -0.47855 2.35341 0.87669
C 1.67983 -0.61028 0.46025
C -2.48249 0.45270 -0.60983
C 2.85351 1.27171 -0.36967
C -0.36649 -1.61833 -1.95116
C 3.13925 1.91616 -1.71580
C -1.69098 1.68246 1.52512
C -1.74500 -1.89533 -1.32107
C 1.04777 -1.84827 0.18621
C 0.87053 -2.15789 2.44660
C -2.14217 -0.96486 -0.16072
C -2.83678 1.39301 0.54982
C 1.48808 -0.94731 2.68093
H -1.76511 -2.93013 -0.94505
H 1.67764 -0.60421 3.69381
H -3.01657 -1.37315 0.36299
H -0.03261 1.74502 0.08823
H -3.36440 0.40322 -1.26040
H -0.38328 -1.99934 -2.97532
H 3.72455 2.81563 -1.56467
H -3.69513 0.97293 1.09192
H 3.78891 0.97048 0.12880
H -1.34395 -0.93806 0.59037
H 0.49245 -2.78629 3.26016
H 0.64838 -3.39251 -1.18427
H 1.71815 -2.12560 -1.81543
H -0.19654 -0.53203 -2.00536
H -1.36751 0.75436 2.00479
H -3.18458 2.34844 0.11554
H -1.67077 0.88817 -1.21047
H 3.70716 1.24856 -2.37373
H -2.05895 2.33138 2.32837
H -2.52053 -1.83415 -2.08667
H -0.76368 3.30260 0.42232
H 0.30915 2.56312 1.61158
H 2.30331 1.93885 0.29547
H 2.19796 2.18603 -2.21167

11
Properties=species:S:1:pos:R:3 method="wB97M-V/def2-TZVPD" relative_energy_kj_mol=192.21 e_lumo_ev=0.6 gap_ev=9.06
Cl -2.99240 -0.81448 0.22291
P -1.58917 0.35594 -0.63063
O -1.59503 1.52360 0.53815
C 1.50133 -0.28541 -0.46421
C 0.26355 -0.61532 0.38300
H 2.39865 -0.96870 -0.15899
H 1.81268 0.76053 -0.23655
H 0.16066 -1.76987 0.41487
H 1.07774 -0.24405 -1.49937
H -1.06282 2.21277 0.06705
H 0.02481 -0.15501 1.36376

13
Properties=species:S:1:pos:R:3 method="wB97M-V/def2-TZVPD" relative_energy_kj_mol=309.25 e_lumo_ev=0.6 gap_ev=9.79 smiles="O=S(O)#[PH2].O=C(O)O"
S -1.15477 0.13914 -0.13751
P -3.27356 -0.31209 -0.17444
O 3.30725 0.26268 -0.29649
O 1.79081 -1.22204 0.26377
O -0.79760 -0.97776 0.77837
O -1.20286 1.38807 0.81778
O 1.26205 0.96319 -0.00461
C 2.01700 0.04302 0.00621
H -0.47204 1.99661 0.78003
H 0.92830 -1.50023 0.61877
H -3.54126 0.63165 -1.10167
H 3.83829 -0.45962 -0.35820
H -2.70162 -0.95263 -1.19200

10
Properties=species:S:1:pos:R:3 method="wB97M-V/def2-TZVPD" relative_energy_kj_mol=346.20 e_lumo_ev=0.0 gap_ev=9.39
O 0.39552 2.25008 1.10392
N 0.29715 -1.09020 -1.60506
N 1.47760 0.06498 0.19799
C 0.52479 -0.32109 -0.51433
C -0.48078 1.42032 1.10509
C -0.32791 0.03732 0.57607
H 1.12279 -1.57855 -1.92675
H -1.46193 1.62187 1.58995
H -0.54116 -1.64944 -1.52485
H -1.00053 -0.74960 0.99444

| no. | energy (eV) | maximum force (eV/A) |
| --- | --- | --- |
| 1 | -5089.385 | 4.62 |
| 2 | -12326.055 | 4.76 |
| 3 | -34197.177 | 4.25 |
| 4 | -70914.502 | 0.28 |
| 5 | -19935.484 | 0.55 |
| 6 | -26029.413 | 3.58 |
| 7 | -31478.379 | 4.40 |
| 8 | -8200.297 | 1.85 |